Record 1
A 13-piece molecular cluster, C34H89F2N12O18S2 overall in a non-equilibrium geometry. Source: OMol25; level of theory: ωB97M-V with the def2-TZVPD basis set.

The geometry in ORCA input format:
```
! RIJCOSX wB97M-V def2-TZVPD def2/J DEFGRID3
* xyz 9 1
N -0.25 0.68 1.27
S 0.64 1.02 0.04
O 0.13 2.07 -0.81
O 1.51 0.03 -0.51
F 1.66 1.98 0.87
S -1.14 -0.59 0.74
O -0.60 -1.90 1.06
O -1.90 -0.53 -0.48
F -2.33 -0.43 1.80
C -1.19 -1.72 9.00
C -1.72 -0.73 8.03
O -1.45 0.43 8.00
N -2.68 -1.31 6.96
H -3.13 -2.00 7.57
H -3.32 -0.54 6.78
C -2.01 -1.80 5.70
H -0.81 -2.61 8.49
H -1.98 -2.03 9.69
H -0.39 -1.30 9.60
H -1.22 -1.11 5.40
H -2.77 -1.79 4.92
H -1.68 -2.82 5.88
C -3.53 -6.81 -0.71
C -2.80 -6.66 0.59
O -2.91 -7.40 1.50
N -2.00 -5.34 0.76
H -1.19 -5.29 0.15
H -2.70 -4.65 0.47
C -1.61 -5.13 2.20
H -2.98 -7.43 -1.41
H -3.78 -5.85 -1.15
H -4.51 -7.21 -0.46
H -1.01 -6.02 2.40
H -2.45 -5.03 2.88
H -0.92 -4.29 2.25
C 0.99 2.95 -5.39
C 0.27 4.28 -5.31
O -0.21 4.70 -4.31
N 0.16 4.99 -6.65
H 1.07 5.26 -7.06
H -0.19 4.28 -7.30
C -0.68 6.26 -6.60
H 0.51 2.16 -5.97
H 1.03 2.61 -4.36
H 2.01 3.08 -5.76
H -0.33 6.91 -5.80
H -1.71 6.01 -6.36
H -0.59 6.71 -7.59
C 2.46 -2.10 2.16
C 3.48 -3.09 2.70
O 4.44 -3.45 2.11
N 3.33 -3.38 4.20
H 3.13 -2.55 4.77
H 2.46 -3.90 4.36
C 4.56 -4.05 4.84
H 2.57 -1.93 1.09
H 2.58 -1.10 2.58
H 1.44 -2.40 2.43
H 5.37 -3.33 4.73
H 4.70 -5.05 4.44
H 4.35 -4.10 5.91
C 2.01 1.68 4.37
C 0.60 1.84 4.80
O 0.21 1.74 5.92
N -0.41 2.07 3.69
H -0.27 1.45 2.84
H -1.33 1.76 3.98
C -0.43 3.47 3.12
H 2.66 1.68 5.24
H 2.22 2.50 3.68
H 2.12 0.82 3.70
H 0.42 3.59 2.44
H -0.34 4.21 3.91
H -1.35 3.70 2.59
C 0.00 -2.19 -3.60
C -1.18 -1.32 -3.85
O -1.18 -0.13 -4.05
N -2.51 -1.99 -3.92
H -2.78 -1.82 -4.89
H -2.43 -3.01 -3.88
C -3.62 -1.50 -2.92
H 0.90 -1.61 -3.77
H -0.12 -2.88 -4.44
H -0.03 -2.80 -2.70
H -4.47 -1.89 -3.47
H -3.47 -0.43 -2.88
H -3.47 -1.97 -1.94
C -6.51 1.41 1.09
C -5.12 1.58 0.54
O -4.61 0.79 -0.19
N -4.39 2.86 0.91
H -5.04 3.65 1.00
H -4.09 2.80 1.89
C -3.26 3.24 -0.04
H -6.58 1.77 2.12
H -6.77 0.38 1.36
H -7.19 1.96 0.43
H -2.62 3.88 0.56
H -3.72 3.67 -0.92
H -2.67 2.35 -0.23
C -2.68 2.66 -4.41
C -4.13 2.16 -4.46
O -4.67 1.74 -3.49
N -4.95 2.27 -5.73
H -4.76 1.37 -6.20
H -5.94 2.24 -5.50
C -4.66 3.42 -6.73
H -2.60 3.57 -5.01
H -2.06 1.92 -4.93
H -2.18 2.76 -3.45
H -3.60 3.41 -6.99
H -4.87 4.34 -6.19
H -5.43 3.30 -7.48
C 2.69 -3.79 -1.77
C 2.51 -4.88 -0.74
O 1.66 -4.77 0.10
N 3.45 -6.09 -0.68
H 4.33 -5.83 -1.12
H 3.70 -6.24 0.30
C 2.71 -7.39 -1.21
H 1.90 -3.05 -1.64
H 2.62 -4.33 -2.72
H 3.66 -3.30 -1.80
H 3.39 -8.24 -1.20
H 2.49 -7.19 -2.26
H 1.90 -7.48 -0.49
C 5.10 6.01 2.30
C 5.18 5.40 0.90
O 6.14 4.82 0.53
N 4.02 5.73 -0.05
H 3.67 6.69 -0.11
H 4.28 5.50 -1.01
C 2.75 4.88 0.26
H 4.09 5.95 2.70
H 5.25 7.08 2.11
H 5.81 5.61 3.02
H 2.21 5.17 -0.64
H 2.28 5.27 1.16
H 3.01 3.82 0.22
C 5.12 -0.27 -0.44
C 5.21 1.15 -0.93
O 4.71 2.11 -0.44
N 6.12 1.35 -2.18
H 6.73 0.56 -2.40
H 5.55 1.26 -3.03
C 6.93 2.64 -2.26
H 6.12 -0.57 -0.11
H 4.74 -0.88 -1.26
H 4.38 -0.34 0.35
H 7.20 2.83 -3.30
H 7.80 2.50 -1.62
H 6.18 3.38 -2.00
O -4.84 -1.72 1.26
C -4.46 -3.00 0.95
O -4.82 -3.93 1.66
O -3.79 -3.18 -0.13
H -4.48 -1.36 0.43
*
```

***

Record 2
C28H26BF2N5O6RhS as an isolated structure. Source: OMol25; level of theory: ωB97M-V with the def2-TZVPD basis set.

The geometry in ORCA input format:
```
! RIJCOSX wB97M-V def2-TZVPD def2/J DEFGRID3
* xyz -1 1
Rh -1.56 2.51 -1.33
C 6.58 -8.21 -0.90
O 5.22 -8.17 -0.54
C 4.57 -6.98 -0.67
C 3.23 -6.97 -0.28
C 2.48 -5.81 -0.38
C 3.06 -4.63 -0.86
C 4.39 -4.65 -1.24
C 5.16 -5.82 -1.15
N 2.38 -3.39 -1.00
N 1.18 -3.44 -0.67
C 0.40 -2.30 -0.76
C -0.93 -2.50 -0.41
C -1.90 -1.52 -0.43
C -1.56 -0.23 -0.81
O -2.40 0.75 -0.84
C -0.19 0.02 -1.20
N 0.07 1.30 -1.56
C 1.29 1.66 -1.87
C 2.35 0.75 -1.84
C 2.11 -0.56 -1.50
C 0.81 -0.98 -1.16
H 6.92 -9.22 -0.71
H 7.17 -7.51 -0.29
H 6.73 -7.97 -1.95
H 2.79 -7.88 0.09
H 1.44 -5.80 -0.07
H 4.84 -3.74 -1.61
H 6.19 -5.79 -1.46
H -1.19 -3.51 -0.11
H -2.92 -1.73 -0.12
H 1.44 2.70 -2.14
H 3.34 1.08 -2.09
H 2.91 -1.28 -1.47
C -5.73 -0.09 4.66
C -4.51 0.49 4.00
C -3.28 0.52 4.66
C -2.16 1.06 4.05
C -2.25 1.56 2.76
C -3.46 1.55 2.09
C -4.58 1.01 2.71
S -0.76 2.22 2.00
O -0.16 2.99 3.07
O -0.01 1.07 1.53
N -1.12 3.10 0.76
C -1.95 4.28 0.98
C -3.25 4.28 0.15
O -4.18 4.99 0.50
O -3.26 3.53 -0.92
H -5.51 -0.42 5.68
H -6.11 -0.95 4.10
H -6.54 0.64 4.71
H -3.21 0.13 5.67
H -1.22 1.11 4.57
H -3.54 1.93 1.09
H -5.53 1.01 2.19
H -1.40 5.17 0.63
H -2.19 4.48 2.02
C 1.65 6.77 -2.11
C 0.13 6.68 -2.24
C -0.35 5.31 -2.04
N -0.73 4.26 -1.85
H 1.98 7.78 -2.32
H 2.15 6.09 -2.81
H 1.97 6.50 -1.10
H -0.20 7.01 -3.23
H -0.36 7.30 -1.50
F -3.31 1.79 -3.61
B -2.11 2.22 -3.23
F -1.29 2.49 -4.28
*
```

***

Number 1: total energy -4351.91805 Eh, HOMO level -23.434 eV. Number 2: total energy -2541.35611 Eh, HOMO level -4.734 eV.